A structure of composition C27H24BrN4O5Sn. Source: the Open Molecules 2025 dataset; level of theory: the ωB97M-V functional and the def2-TZVPD basis.

Positions of all 62 atoms, in Å:
1 Sn 0.583 -0.345 1.745
2 C 2.055 1.340 -4.418
3 O 1.611 2.532 -3.792
4 C 0.930 2.454 -2.644
5 C 0.539 3.681 -2.083
6 C -0.137 3.710 -0.890
7 C -0.423 2.539 -0.181
8 C -1.000 2.587 1.148
9 C -1.927 3.708 1.516
10 O -0.745 1.723 1.999
11 C -0.049 1.288 -0.746
12 O -0.383 0.136 -0.200
13 C 0.625 1.278 -1.978
14 H 2.495 1.651 -5.361
15 H 1.223 0.659 -4.615
16 H 2.808 0.831 -3.812
17 H 0.798 4.590 -2.606
18 H -0.404 4.668 -0.467
19 H -2.735 3.787 0.789
20 H -1.399 4.662 1.540
21 H -2.336 3.524 2.507
22 H 0.892 0.309 -2.377
23 C 1.424 0.561 3.807
24 H 2.253 1.161 3.447
25 H 1.712 -0.279 4.427
26 H 0.584 1.139 4.171
27 C -3.324 -2.190 3.575
28 C -2.074 -1.641 3.386
29 N -1.454 -1.712 2.205
30 C -2.054 -2.292 1.174
31 C -3.335 -2.831 1.259
32 C -3.963 -2.792 2.498
33 C -3.973 -3.427 0.071
34 C -4.168 -2.802 -1.096
35 C -3.898 -1.382 -1.379
36 C -3.819 -0.919 -2.693
37 C -3.559 0.431 -2.872
38 N -3.409 1.265 -1.851
39 C -3.525 0.739 -0.641
40 N -3.762 -0.529 -0.359
41 H -3.797 -2.147 4.545
42 H -1.542 -1.139 4.183
43 H -1.496 -2.322 0.246
44 H -4.954 -3.209 2.618
45 H -4.291 -4.458 0.171
46 H -4.590 -3.354 -1.926
47 H -3.937 -1.592 -3.530
48 H -3.471 0.866 -3.860
49 H -3.420 1.407 0.206
50 Br 7.576 -3.932 0.799
51 C 6.573 -2.406 0.319
52 C 7.143 -1.407 -0.464
53 N 6.474 -0.315 -0.798
54 C 5.229 -0.153 -0.385
55 C 4.575 -1.119 0.376
56 C 5.262 -2.269 0.739
57 C 3.153 -0.898 0.792
58 O 2.531 -1.840 1.339
59 O 2.642 0.224 0.573
60 H 8.163 -1.483 -0.820
61 H 4.724 0.765 -0.656
62 H 4.777 -3.033 1.331

For the electronic energy, the calculation gives -4426.5927 Ha. The relative energy (zero: lowest compared OMol25 entry of this formula, charge and spin) is 42.52 kcal per mole. The orbital gap is 0.221 hartree. The net charge is +1.